Entry from the Open Molecules 2025 dataset: a cluster of 2 separate species, Br2H2NOP in total at a distorted geometry (ωB97M-V/def2-TZVPD).

```
7
Properties=species:S:1:pos:R:3:lowdin_charge:R:1
N -1.28 -0.85 0.79 -0.008
O 0.16 1.38 -1.57 -0.474
P 0.62 0.44 -0.57 -0.053
Br 2.25 1.24 0.69 0.316
Br 1.42 -1.43 -1.44 0.304
H -2.04 -0.30 0.38 -0.041
H -1.13 -0.47 1.73 -0.043
```

For the maximum force, the calculation gives 3.00 eV/A. For the highest occupied orbital energy, the calculation gives -9.918 eV. The gap between HOMO and LUMO comes out at 7.407 eV. The energy relative to the best compared isomer or geometry (same formula, charge and spin) is 82.5 kcal/mol.

Entry from the Open Molecules 2025 dataset: a structure of composition C17H21BN6O3STc at a distorted geometry (ωB97M-V/def2-TZVPD).

```
50
Properties=species:S:1:pos:R:3:lowdin_spin:R:1
H 1.49 -1.62 -1.64 0.002
N -0.29 -0.46 -1.50 0.080
B -2.72 0.29 -1.53 0.009
N -1.56 -0.63 -2.00 0.184
C -1.61 -1.72 -2.79 0.073
Tc 0.03 1.15 0.11 1.987
H -2.55 -2.01 -3.27 -0.001
C -0.34 -2.27 -2.82 0.402
H -0.03 -3.15 -3.38 0.014
C 0.47 -1.47 -1.98 0.129
H -3.72 -0.04 -2.04 0.000
C 0.95 2.32 1.35 0.016
H 2.07 2.28 1.11 -0.005
H 0.87 1.86 2.41 0.014
H 0.73 3.41 1.24 0.024
N -2.26 1.70 -1.74 0.020
N -2.78 0.05 -0.01 0.025
N -1.07 2.25 -1.15 0.037
N -1.70 0.33 0.82 -0.013
C -2.81 2.61 -2.52 0.034
C -3.79 -0.43 0.74 0.011
H -3.71 2.34 -2.99 0.002
H -4.73 -0.70 0.27 0.001
C -2.05 3.74 -2.51 0.023
C -3.37 -0.45 2.08 0.018
C -0.98 3.50 -1.67 0.025
C -2.04 0.01 2.10 0.015
H -2.30 4.64 -3.08 0.001
H -3.95 -0.76 2.93 0.000
H -0.17 4.17 -1.45 0.000
H -1.31 0.08 2.90 0.000
H 1.52 1.54 -0.49 -0.054
C 6.76 -3.48 3.16 -0.005
C 5.34 -3.01 2.96 -0.026
C 4.69 -2.20 3.91 -0.008
C 3.36 -1.80 3.72 -0.005
C 2.70 -2.19 2.55 -0.025
C 3.32 -3.00 1.60 -0.010
C 4.64 -3.39 1.80 -0.005
S 1.05 -1.53 2.16 0.005
O 0.20 -2.70 2.03 0.004
O 0.81 -0.50 3.13 0.000
O 1.24 -0.90 0.78 0.006
H 7.45 -2.64 3.27 -0.002
H 6.82 -4.10 4.06 -0.002
H 7.06 -4.07 2.30 0.000
H 5.25 -1.87 4.79 0.000
H 2.87 -1.14 4.42 0.000
H 2.81 -3.24 0.68 0.000
H 5.15 -3.97 1.04 0.000
```

Its charge is +2. For the maximum force, the calculation gives 3.48 eV/A. The spin multiplicity is 4. For the highest occupied orbital energy (spin up / spin down), the calculation gives -13.177 / -13.538 eV. The gap between HOMO and LUMO (spin up / spin down) comes out at 2.533 / 2.107 eV.

Entry from the Open Molecules 2025 dataset: a cluster of 9 separate species, C44H48F25NO28PS2 in total at a distorted geometry (ωB97M-V/def2-TZVPD).

```
149
Properties=species:S:1:pos:R:3:lowdin_charge:R:1
C 1.63 -1.11 2.15 -0.070
C 0.68 -1.99 3.12 -0.233
O -0.50 -1.27 3.55 -0.174
C -1.67 -1.62 2.78 -0.146
C -2.05 -0.38 1.82 -0.121
O -2.57 -0.82 0.54 -0.097
C -1.50 -1.24 -0.32 -0.295
O -1.60 -2.70 -0.33 -0.078
C -0.65 -3.30 -1.24 -0.127
C 0.32 -2.28 -1.96 -0.309
C 1.20 -2.97 -3.13 -0.111
C 1.64 -4.46 -2.79 -0.050
C 2.82 -4.56 -1.70 -0.291
F 2.47 -3.90 -0.51 0.070
F 2.87 -5.95 -1.37 0.057
C 4.26 -4.19 -2.28 -0.221
F 4.92 -5.42 -2.56 0.104
F 4.23 -3.51 -3.52 0.091
C 5.24 -3.38 -1.32 -0.205
F 5.26 -3.89 0.00 0.108
F 6.55 -3.65 -1.80 0.106
C 4.93 -1.82 -1.20 -0.185
F 3.59 -1.49 -1.58 0.046
F 5.00 -1.47 0.17 0.106
C 5.88 -0.86 -2.06 -0.195
F 6.13 -1.35 -3.36 0.116
F 5.12 0.32 -2.28 0.080
C 7.20 -0.37 -1.31 -0.206
F 6.90 0.60 -0.32 0.095
F 7.85 -1.41 -0.60 0.112
C 8.31 0.27 -2.25 -0.217
F 9.37 0.75 -1.45 0.115
F 8.88 -0.66 -3.15 0.116
C 7.84 1.51 -3.14 -0.365
F 7.09 2.47 -2.47 0.114
F 7.15 1.17 -4.30 0.133
F 9.01 2.17 -3.57 0.116
N -0.30 -1.02 -2.50 -0.364
S 0.96 0.21 -2.54 0.955
C -1.59 -0.59 -1.79 -0.440
C -1.82 0.98 -1.78 -0.176
C -3.27 1.48 -1.40 -0.226
O -4.27 0.82 -1.09 0.018
P -2.97 -1.41 -2.87 0.489
S -3.43 -0.25 -4.38 0.230
H 2.70 -1.30 2.47 0.074
H 1.42 0.01 2.28 0.091
H 1.54 -1.43 1.05 0.039
H 1.29 -2.17 4.07 0.127
H 0.47 -3.02 2.69 0.121
H -1.58 -2.60 2.21 0.121
H -2.53 -1.76 3.52 0.140
H -2.93 0.15 2.35 0.150
H -1.23 0.41 1.75 0.118
H -0.55 -0.89 0.23 0.157
H -1.27 -3.82 -2.06 0.126
H -0.12 -4.14 -0.68 0.149
H 1.09 -1.95 -1.18 0.105
H 2.05 -2.30 -3.48 0.105
H 0.48 -3.04 -4.02 0.140
H 2.12 -4.88 -3.75 0.151
H 0.78 -5.17 -2.56 0.140
H -0.54 -1.21 -3.51 0.119
H 1.56 0.29 -1.29 -0.038
H -1.64 1.35 -2.85 0.098
H -1.11 1.47 -1.03 0.134
H -3.41 2.63 -1.41 0.152
H -2.44 -2.62 -3.42 -0.015
H -4.14 -1.72 -2.11 0.040
C 5.77 3.95 -0.12 -0.073
C 5.99 5.12 0.78 -0.311
O 4.76 5.81 0.72 0.124
C 3.82 4.85 0.48 -0.536
O 2.65 5.01 0.62 0.174
O 4.39 3.69 0.05 0.075
F 6.96 5.93 0.30 0.089
H 5.97 4.18 -1.17 0.137
H 6.37 3.08 0.16 0.131
H 6.22 4.86 1.82 0.180
C -4.60 -6.08 -6.06 -0.050
C -3.48 -6.19 -5.08 -0.316
O -3.44 -4.91 -4.49 0.110
C -4.72 -4.44 -4.55 -0.520
O -5.13 -3.51 -3.92 0.123
O -5.48 -5.16 -5.42 0.089
F -2.30 -6.42 -5.70 0.079
H -4.28 -5.67 -7.02 0.153
H -5.10 -7.04 -6.24 0.150
H -3.64 -6.95 -4.30 0.180
C -0.14 5.95 2.85 -0.054
C -1.03 5.78 4.04 -0.317
O -1.63 4.51 3.82 0.149
C -0.71 3.81 3.11 -0.553
O -0.73 2.62 2.98 0.140
O 0.25 4.61 2.58 0.058
F -2.01 6.72 4.04 0.082
H -0.66 6.36 1.98 0.148
H 0.73 6.57 3.07 0.147
H -0.51 5.78 5.00 0.129
C 2.15 2.98 7.21 -0.059
C 1.71 2.75 5.80 -0.302
O 0.87 3.86 5.54 0.122
C 1.35 4.87 6.33 -0.503
O 1.07 6.03 6.19 0.164
O 2.19 4.40 7.29 0.091
F 0.97 1.62 5.70 0.088
H 1.44 2.59 7.94 0.155
H 3.13 2.55 7.41 0.119
H 2.52 2.73 5.07 0.182
C -8.26 -2.82 -4.48 -0.068
C -9.41 -3.31 -3.65 -0.319
O -9.77 -2.17 -2.89 0.139
C -9.44 -1.10 -3.67 -0.534
O -9.84 0.01 -3.48 0.175
O -8.61 -1.46 -4.69 0.078
F -9.00 -4.29 -2.79 0.073
H -7.31 -2.88 -3.96 0.118
H -8.18 -3.35 -5.43 0.145
H -10.27 -3.66 -4.22 0.175
C 3.36 8.01 -1.61 -0.068
C 3.32 7.52 -3.03 -0.324
O 2.88 8.66 -3.74 0.141
C 3.33 9.74 -3.03 -0.532
O 3.39 10.84 -3.46 0.184
O 3.71 9.38 -1.77 0.082
F 2.39 6.54 -3.17 0.069
H 2.39 7.94 -1.11 0.152
H 4.11 7.49 -1.01 0.125
H 4.28 7.19 -3.42 0.175
C -12.83 -7.76 -1.88 -0.065
C -12.06 -6.54 -1.48 -0.320
O -11.16 -6.36 -2.55 0.123
C -11.80 -6.87 -3.65 -0.537
O -11.46 -6.65 -4.77 0.167
O -12.86 -7.64 -3.30 0.080
F -11.34 -6.77 -0.35 0.079
H -12.33 -8.69 -1.60 0.148
H -13.84 -7.76 -1.47 0.145
H -12.67 -5.64 -1.35 0.179
C 3.85 3.16 12.00 -0.060
C 3.37 4.35 11.24 -0.320
O 4.13 4.29 10.04 0.143
C 4.38 2.97 9.84 -0.533
O 4.76 2.50 8.81 0.149
O 4.15 2.23 10.97 0.083
F 3.69 5.50 11.88 0.087
H 4.75 3.36 12.58 0.151
H 3.08 2.77 12.67 0.146
H 2.31 4.34 11.00 0.177
```

Its charge is +1. For the maximum force, the calculation gives 3.82 eV/A. For the highest occupied orbital energy, the calculation gives -11.511 eV. The gap between HOMO and LUMO comes out at 8.115 eV.

Entry from the Open Molecules 2025 dataset: a structure of composition C30H35Cl2CrN2O4Sb2 at a distorted geometry (ωB97M-V/def2-TZVPD).

```
76
Properties=species:S:1:pos:R:3:lowdin_spin:R:1
Cr 0.47 0.49 0.04 0.976
O -0.08 0.50 1.83 -0.011
C -0.62 1.46 2.52 0.005
C -0.84 1.27 3.90 -0.004
C -1.37 2.26 4.69 0.005
C -1.74 3.49 4.13 -0.004
C -1.56 3.70 2.79 0.004
C -1.00 2.71 1.95 -0.002
C -0.92 2.99 0.56 0.017
N -0.40 2.22 -0.34 -0.018
C -0.48 2.61 -1.75 -0.001
C -0.01 1.41 -2.59 0.000
N 1.09 0.85 -1.81 -0.003
C 2.28 1.10 -2.24 -0.001
C 3.45 1.13 -1.42 0.006
C 4.72 1.24 -2.03 -0.002
C 5.85 1.41 -1.29 0.007
C 5.75 1.53 0.10 -0.001
C 4.52 1.46 0.72 0.004
C 3.34 1.23 -0.01 0.000
O 2.21 1.12 0.62 0.024
H -0.56 0.31 4.32 0.000
H -1.52 2.09 5.75 0.000
H -2.17 4.27 4.75 0.000
H -1.85 4.64 2.34 0.000
H -1.37 3.93 0.23 0.000
H -1.49 2.91 -2.02 0.000
H 0.21 3.44 -1.92 -0.001
H -0.80 0.67 -2.70 0.000
H 0.31 1.75 -3.58 0.000
H 2.41 1.41 -3.28 0.000
H 4.77 1.18 -3.11 0.000
H 6.82 1.45 -1.77 0.000
H 6.64 1.69 0.70 0.000
H 4.43 1.55 1.80 0.000
C -2.79 -5.29 -1.63 0.000
Sb -1.26 -4.07 -0.68 0.000
C -2.49 -3.48 1.00 0.000
C -0.50 -5.80 0.44 0.000
C -0.11 -5.48 1.84 0.000
C -0.88 -6.02 2.88 0.000
C -0.59 -5.79 4.21 0.000
C 0.51 -5.02 4.55 0.000
C 1.29 -4.48 3.54 0.000
C 0.99 -4.66 2.19 0.000
C 1.90 -4.01 1.20 -0.004
Sb 1.72 -1.82 0.85 -0.005
C 3.66 -1.96 -0.11 0.001
C 2.45 -1.25 2.79 -0.001
H -3.37 -5.81 -0.87 0.000
H -2.31 -6.02 -2.28 0.000
H -3.47 -4.68 -2.24 0.000
H -3.42 -4.03 0.97 0.000
H -2.69 -2.41 0.99 0.000
H -1.95 -3.72 1.91 0.000
H 0.34 -6.20 -0.13 0.000
H -1.30 -6.55 0.44 0.000
H -1.72 -6.65 2.62 0.000
H -1.21 -6.22 4.99 0.000
H 0.77 -4.86 5.59 0.000
H 2.17 -3.90 3.80 0.000
H 1.86 -4.48 0.22 0.000
H 2.93 -4.06 1.57 0.000
H 4.26 -2.69 0.44 0.000
H 4.17 -1.01 -0.13 0.000
H 3.53 -2.31 -1.13 0.000
H 3.48 -1.55 2.92 0.000
H 1.81 -1.70 3.55 0.000
H 2.36 -0.16 2.86 0.000
Cl -4.75 -1.20 -1.00 0.000
C -3.39 -0.26 -1.62 0.000
Cl -3.95 1.29 -2.29 0.000
C -2.39 0.06 -0.48 0.002
O -2.76 0.68 0.49 0.003
O -1.20 -0.40 -0.74 0.007
H -2.92 -0.82 -2.42 0.000
```

For the maximum force, the calculation gives 1.44 eV/A. The spin multiplicity is 2. For the highest occupied orbital energy (spin up / spin down), the calculation gives -7.944 / -7.940 eV. The gap between HOMO and LUMO (spin up / spin down) comes out at 7.188 / 7.417 eV. The energy relative to the best compared isomer or geometry (same formula, charge and spin) is 11.1 kcal/mol.

Entry from the Open Molecules 2025 dataset: a structure of composition C48H118N10O4 at a distorted geometry (ωB97M-V/def2-TZVPD).

```
180
Properties=species:S:1:pos:R:3:lowdin_charge:R:1
C -2.29 6.18 2.93 -0.090
C -2.86 5.26 4.02 -0.245
N -1.74 4.58 4.73 -0.158
C -2.24 4.02 5.96 -0.287
C -1.16 3.42 6.88 -0.093
C -1.00 3.60 3.86 -0.141
C -1.95 2.52 3.23 -0.121
H -2.03 5.54 2.08 0.012
H -1.36 6.68 3.19 0.082
H -3.05 6.89 2.61 0.066
H -3.32 5.88 4.78 0.100
H -3.73 4.68 3.68 0.106
H -2.61 4.79 6.63 0.113
H -3.02 3.27 5.89 0.084
H -0.72 2.52 6.44 0.048
H -0.40 4.19 6.95 0.081
H -1.66 3.11 7.80 0.073
H -0.29 3.08 4.50 0.093
H -0.47 4.02 3.00 0.106
H -1.36 1.63 3.00 -0.011
H -2.35 2.83 2.26 0.076
H -2.87 2.35 3.79 0.035
C 5.48 0.05 -6.35 -0.096
C 4.67 -0.83 -5.42 -0.211
N 3.35 -0.16 -5.33 -0.164
C 3.09 0.63 -4.18 -0.282
C 3.01 -0.12 -2.96 -0.100
C 2.30 -0.94 -5.94 -0.233
C 1.81 -0.10 -7.15 -0.058
H 5.95 0.95 -5.96 0.074
H 4.84 0.43 -7.14 0.060
H 6.22 -0.49 -6.94 0.066
H 4.66 -1.82 -5.88 0.110
H 5.17 -0.91 -4.46 0.105
H 3.81 1.42 -3.93 0.148
H 2.11 1.10 -4.25 0.029
H 2.88 0.66 -2.21 0.096
H 2.09 -0.70 -2.88 0.033
H 3.87 -0.69 -2.58 0.078
H 1.46 -1.07 -5.25 0.043
H 2.55 -1.97 -6.21 0.119
H 0.98 -0.57 -7.67 0.062
H 2.54 0.08 -7.93 0.066
H 1.41 0.88 -6.86 0.065
C -5.29 -2.03 3.14 -0.066
C -4.31 -1.32 4.15 -0.215
N -4.53 0.13 4.26 -0.166
C -4.95 0.84 3.05 -0.190
C -4.05 0.77 1.77 -0.074
C -3.43 0.85 4.85 -0.300
C -3.01 0.25 6.19 -0.040
H -6.34 -2.00 3.41 0.073
H -5.06 -3.08 3.00 0.061
H -5.18 -1.70 2.11 0.051
H -4.32 -1.92 5.05 0.113
H -3.28 -1.47 3.84 0.039
H -5.98 0.53 2.83 0.104
H -5.14 1.86 3.38 0.111
H -4.41 0.17 0.94 0.075
H -3.80 1.75 1.36 0.076
H -3.04 0.39 1.93 -0.012
H -3.81 1.84 5.11 0.092
H -2.65 0.90 4.09 0.068
H -3.89 -0.27 6.55 0.088
H -2.34 0.67 6.95 0.077
H -2.25 -0.43 5.80 0.014
C 0.66 0.63 -4.04 -0.104
C -0.68 0.48 -3.26 -0.164
N -1.87 0.32 -4.14 -0.169
C -1.93 -0.99 -4.83 -0.145
C -1.90 -2.17 -3.77 -0.055
C -3.06 0.88 -3.57 -0.277
C -4.27 0.99 -4.51 -0.082
H 1.32 1.16 -3.35 0.066
H 0.57 1.25 -4.93 0.111
H 1.11 -0.28 -4.43 0.021
H -0.51 -0.36 -2.59 0.075
H -0.76 1.27 -2.50 0.041
H -0.97 -0.95 -5.35 0.100
H -2.74 -1.06 -5.55 0.113
H -1.03 -2.13 -3.12 -0.024
H -1.65 -3.08 -4.32 0.090
H -2.84 -2.23 -3.23 0.089
H -3.42 0.28 -2.73 0.105
H -2.86 1.88 -3.18 0.105
H -4.86 1.82 -4.12 0.070
H -3.92 1.33 -5.48 0.076
H -4.73 0.01 -4.51 0.070
C 1.96 -1.57 -0.36 -0.081
C 0.85 -0.73 -0.94 -0.227
N 0.21 0.14 0.09 -0.104
C -0.89 -0.49 0.84 -0.173
C -1.35 0.30 2.14 -0.136
C -0.27 1.44 -0.48 -0.240
C 0.86 2.36 -0.61 -0.078
H 2.73 -0.90 0.03 0.069
H 2.44 -2.04 -1.22 -0.045
H 1.77 -2.29 0.43 0.074
H 1.31 -0.22 -1.79 0.054
H 0.05 -1.38 -1.28 0.078
H -1.76 -0.49 0.20 0.115
H -0.55 -1.51 1.03 0.066
H -1.88 -0.40 2.79 0.035
H -0.52 0.75 2.69 0.113
H -2.10 1.01 1.78 0.006
H -1.05 1.76 0.20 0.127
H -0.66 1.24 -1.48 0.033
H 1.39 2.63 0.30 0.097
H 0.33 3.25 -0.94 -0.002
H 1.54 1.98 -1.37 0.078
C -0.50 -1.65 4.70 0.009
C -1.49 -2.32 3.56 -0.199
N -0.80 -2.83 2.37 -0.198
C 0.22 -3.76 2.68 -0.202
C 1.60 -3.36 2.19 -0.208
C -1.70 -3.04 1.17 -0.216
C -1.08 -3.68 -0.04 -0.057
H 0.17 -2.35 5.21 0.067
H -1.13 -1.02 5.34 0.022
H 0.09 -0.92 4.15 0.070
H -2.17 -3.11 3.89 0.124
H -2.02 -1.43 3.22 0.015
H 0.33 -3.86 3.76 0.106
H -0.14 -4.72 2.33 0.118
H 2.33 -3.79 2.88 0.109
H 1.76 -3.80 1.21 0.002
H 1.83 -2.29 2.10 0.113
H -2.24 -2.14 0.88 0.093
H -2.53 -3.66 1.52 0.115
H -0.56 -4.59 0.26 0.064
H -0.34 -3.10 -0.59 0.048
H -1.83 -4.06 -0.72 0.093
C 4.92 2.24 1.09 -0.007
C 5.40 1.02 0.40 -0.572
O 6.61 0.81 0.16 0.020
N 4.49 0.12 0.23 0.057
C 4.73 -1.12 -0.51 -0.075
H 4.80 3.10 0.43 0.086
H 5.67 2.76 1.68 0.086
H 4.06 1.91 1.67 0.080
H 3.58 0.30 0.63 0.114
H 5.28 -1.04 -1.45 0.102
H 3.78 -1.51 -0.86 0.035
H 5.18 -1.93 0.07 0.067
C 2.02 -5.17 -0.46 0.058
C 1.98 -3.96 -1.37 -0.371
O 2.90 -3.13 -1.35 0.035
N 0.99 -3.89 -2.22 0.096
C 0.75 -2.75 -3.04 -0.061
H 1.59 -6.06 -0.91 0.109
H 1.53 -5.00 0.49 0.067
H 3.04 -5.41 -0.14 0.110
H 0.33 -4.64 -2.40 0.168
H 1.06 -1.79 -2.65 0.051
H -0.34 -2.72 -3.14 -0.007
H 1.23 -2.80 -4.02 0.120
C -3.58 6.13 -0.52 0.000
C -2.35 5.33 -0.63 -0.513
O -1.63 5.00 0.35 -0.006
N -2.00 4.85 -1.85 0.049
C -0.69 4.16 -2.15 -0.039
H -4.41 5.86 -1.18 0.083
H -3.42 7.20 -0.62 0.098
H -3.99 5.95 0.47 0.080
H -2.75 5.01 -2.51 0.123
H -0.51 4.08 -3.22 0.099
H -0.71 3.12 -1.83 0.027
H 0.22 4.62 -1.74 0.101
C 3.42 -3.34 1.68 -0.103
C 4.76 -3.42 0.84 -0.503
O 5.85 -3.39 1.44 0.013
N 4.63 -3.69 -0.47 -0.061
C 5.73 -3.84 -1.36 -0.063
H 2.64 -3.91 1.18 -0.006
H 3.07 -2.30 1.64 0.094
H 3.67 -3.68 2.68 0.125
H 3.69 -3.59 -0.85 -0.189
H 5.93 -4.87 -1.64 0.083
H 6.66 -3.49 -0.91 0.092
H 5.61 -3.16 -2.20 0.076
```

For the maximum force, the calculation gives 12.09 eV/A. For the highest occupied orbital energy, the calculation gives -7.512 eV. The gap between HOMO and LUMO comes out at 7.405 eV. The energy relative to the best compared isomer or geometry (same formula, charge and spin) is 825.7 kcal/mol.